Entry 1:
A 6-piece molecular cluster, C56H74BBr2FN4O10P overall in a non-equilibrium geometry. Source: the Open Molecules 2025 dataset; level of theory: the ωB97M-V functional and the def2-TZVPD basis.

The geometry in XYZ format:
```
149
Properties=species:S:1:pos:R:3:forces:R:3
C -4.48596 -5.34314 2.43069 -0.2 -0.2 0.0
C -4.79349 -5.02352 0.99262 0.2 -0.5 0.4
O -3.83929 -4.06793 0.49716 -0.4 0.6 0.2
B -4.21199 -3.31978 -0.57169 0.6 -0.7 -0.3
O -4.94045 -3.93126 -1.56310 -0.7 0.2 0.6
C -3.70407 -1.78486 -0.71594 -1.1 0.1 -0.7
C -4.29085 -0.96146 0.48011 -0.3 -0.1 0.2
Br -6.22056 -0.68106 0.18754 0.1 -0.3 0.0
C -4.15809 -1.53619 1.88903 0.3 0.3 0.4
C -2.76777 -1.92297 2.36450 0.0 0.4 0.2
Br -4.75994 -0.15173 3.16413 -0.1 0.0 -0.2
N -4.33022 -1.20090 -1.91772 0.7 -0.3 -0.3
C -3.55618 -1.12658 -3.10744 -1.1 1.1 0.7
F -2.93412 -2.31731 -3.44002 0.5 -0.2 0.1
C -4.54195 -0.76397 -4.22764 -0.1 -0.5 -0.3
C -5.16016 -1.98810 -4.88837 -0.4 0.2 -0.1
N -6.13112 -2.66768 -4.01650 0.3 0.1 0.2
C -2.46943 -0.05898 -2.82391 0.3 0.2 -1.2
N -1.69504 0.09185 -4.05354 0.4 0.5 0.5
P -3.21397 1.63619 -2.67136 -1.2 0.6 -0.7
O -3.88618 1.98711 -3.91587 0.0 -0.4 -0.4
O -4.22925 1.74930 -1.43589 1.1 0.1 0.4
O -1.97210 2.63918 -2.47139 0.0 -0.5 0.8
N -1.52197 -0.58507 -1.68033 0.0 -1.0 -1.3
C -0.79181 0.42859 -0.86643 -0.4 0.3 1.2
C -1.52159 1.21380 0.22177 1.1 0.5 0.2
C -0.40320 1.98465 0.99160 -1.0 -0.5 0.3
C 0.03948 1.24947 2.23313 0.6 0.2 0.1
O 1.00071 0.26624 1.88515 -0.3 0.0 0.0
C 0.80003 -1.00623 2.45844 0.1 -0.2 0.1
O -0.55631 -1.31869 -2.45760 -0.2 -0.4 0.5
C 0.82042 -1.00829 -2.43782 0.8 0.4 0.0
O 1.26128 -0.47694 -3.39507 0.0 0.3 -0.6
C 1.71756 -1.40607 -1.32804 -0.1 -0.2 0.8
C 2.02488 -2.73551 -1.04612 0.0 0.2 0.3
C 2.91977 -3.01140 -0.02122 0.0 0.0 0.0
C 3.52484 -1.98995 0.69985 -0.1 0.5 -0.2
C 3.22630 -0.66144 0.41794 -0.2 -0.6 -0.7
C 2.31468 -0.38418 -0.59591 0.5 0.0 -0.1
C -2.16132 -1.66315 -0.75314 -0.3 0.2 1.6
C -1.37199 -2.95197 -0.64773 0.4 -0.1 -0.3
C -1.39186 -4.01052 -1.73811 0.1 0.0 0.4
C -0.79903 -5.30977 -1.25771 -0.1 0.0 -0.2
O -0.24003 -6.04790 -2.00481 0.5 -0.4 -0.3
O -0.92282 -5.58024 0.07038 0.1 0.8 0.4
H -5.14294 -6.15115 2.73426 -0.2 -0.2 0.1
H -3.47199 -5.70418 2.54630 0.3 0.1 0.1
H -4.69227 -4.50975 3.09198 0.2 0.2 0.1
H -4.75095 -5.93873 0.41618 0.1 -0.1 -0.4
H -5.80450 -4.63005 0.94384 -0.1 0.2 -0.3
H -5.82206 -3.54919 -1.66987 0.1 0.1 -0.6
H -3.88884 0.04302 0.47305 0.0 0.2 -0.2
H -4.83952 -2.35299 2.05788 -0.3 -0.2 -0.1
H -2.42957 -2.87437 1.98120 0.0 -0.1 -0.2
H -2.78315 -1.98750 3.44356 0.0 -0.2 0.3
H -2.06361 -1.12343 2.14816 0.2 0.0 0.0
H -5.22780 -1.61314 -2.14642 0.0 0.0 0.1
H -5.36842 -0.21671 -3.79733 0.0 0.4 0.2
H -4.15471 -0.13529 -5.01610 0.4 0.1 0.0
H -5.69854 -1.58678 -5.74043 -0.1 0.0 -0.2
H -4.41537 -2.65277 -5.30607 0.2 -0.2 0.1
H -7.04519 -2.63063 -4.43598 -0.2 -0.2 0.0
H -5.87674 -3.62970 -3.85290 0.0 -0.1 -0.2
H -0.97330 0.80074 -3.92577 0.2 -0.2 -0.1
H -2.30655 0.49699 -4.75634 -0.1 -0.2 0.0
H -4.13847 2.61889 -1.02374 -0.6 0.0 0.2
H -2.10895 3.26308 -1.74991 0.3 0.2 -0.1
H -0.09276 -0.14382 -0.26613 0.3 -0.3 -0.3
H -0.26075 1.12764 -1.49469 0.0 -0.1 -0.5
H -2.23396 1.95483 -0.09701 -0.3 -0.2 -0.3
H -1.96490 0.57022 0.96649 -0.4 -0.1 -0.1
H 0.45575 2.17218 0.35811 0.2 0.3 -0.1
H -0.84747 2.90974 1.33811 0.1 0.4 -0.1
H -0.80661 0.82273 2.77002 -0.2 -0.2 0.0
H 0.50039 1.95656 2.92186 0.2 0.1 0.1
H 0.45663 -0.94101 3.48789 -0.2 0.0 0.1
H 0.11018 -1.61011 1.86530 -0.2 -0.1 0.0
H 1.74719 -1.53106 2.46524 0.1 0.0 0.0
H 1.57911 -3.53159 -1.61955 0.0 -0.2 -0.1
H 3.16472 -4.02757 0.23459 0.0 -0.3 -0.1
H 4.23528 -2.20313 1.48067 0.1 -0.2 0.1
H 3.69336 0.14738 0.94838 0.1 0.2 0.2
H 2.10301 0.64729 -0.83769 -0.1 0.1 0.0
H -1.95924 -1.24484 0.22493 0.2 0.2 -0.1
H -1.67715 -3.40618 0.28461 -0.4 0.0 0.0
H -0.33785 -2.68878 -0.43501 0.1 0.1 -0.1
H -2.36153 -4.22183 -2.17880 -0.3 0.1 0.1
H -0.74802 -3.72838 -2.55715 0.0 0.1 -0.4
H -0.04745 -5.81997 0.39795 -0.1 -0.7 0.0
C -1.76539 3.61649 7.43984 0.0 0.0 0.0
C -1.05319 3.42928 6.26404 0.0 0.1 0.0
C -1.64652 2.79149 5.18549 0.0 0.0 0.0
C -2.95422 2.33902 5.27969 0.0 0.0 0.0
C -3.66932 2.52614 6.45447 0.0 0.0 0.0
C -3.07500 3.16450 7.53436 0.0 0.0 0.0
H -1.30004 4.10986 8.28302 0.0 0.0 0.0
H -0.03461 3.78291 6.18702 0.0 0.1 0.0
H -1.08288 2.63959 4.27192 0.0 0.1 0.1
H -3.40712 1.83163 4.43879 0.0 0.1 0.0
H -4.68971 2.17302 6.52947 0.0 0.0 0.0
H -3.63085 3.30589 8.45170 0.0 0.0 0.0
C 4.09048 0.95744 6.90089 -0.6 -0.4 1.1
C 2.96331 1.59583 7.39907 0.4 -0.1 -0.1
C 1.77119 1.55287 6.69015 -0.1 -0.1 -0.1
C 1.70543 0.86549 5.48651 0.0 0.1 0.1
C 2.83173 0.22541 4.98798 -0.2 -0.4 0.1
C 4.02466 0.27312 5.69559 -1.6 -2.3 1.2
H 5.02024 0.99127 7.45312 0.0 0.0 0.0
H 3.01362 2.12537 8.34132 0.0 0.0 0.0
H 0.89368 2.04375 7.07717 -0.1 0.0 0.1
H 0.76911 0.82866 4.94093 0.0 0.0 0.1
H 2.78079 -0.31375 4.04958 0.0 0.0 0.1
H 4.90359 -0.22551 5.30912 -0.2 -0.6 0.3
C 5.97570 3.90252 2.50329 0.0 0.0 0.0
C 4.81687 3.16559 2.30494 0.0 0.0 0.0
C 4.41581 2.23258 3.25164 0.1 0.0 0.0
C 5.16972 2.04125 4.40091 0.9 1.1 -0.9
C 6.32642 2.78086 4.60050 0.0 0.1 -0.2
C 6.73102 3.70863 3.65076 0.1 0.0 0.0
H 6.28978 4.62775 1.76433 0.0 0.0 0.0
H 4.22612 3.31994 1.41009 0.0 0.0 0.0
H 3.51179 1.65477 3.09344 0.0 0.0 0.0
H 4.85654 1.31725 5.14084 1.4 2.3 -1.6
H 6.91385 2.63389 5.49712 0.1 0.0 0.1
H 7.63567 4.28146 3.80543 0.0 0.0 0.0
C 1.06730 1.33219 -5.97995 -0.2 0.1 0.0
C 0.07758 2.21106 -6.40501 0.1 0.0 0.0
C 0.35662 3.15387 -7.38518 0.0 0.0 0.0
C 1.62553 3.21590 -7.94370 0.0 0.0 0.0
C 2.61324 2.33805 -7.51907 0.0 0.0 0.0
C 2.33525 1.39860 -6.53744 0.1 0.0 0.0
H 0.85969 0.59711 -5.21759 0.0 0.0 -0.1
H -0.91664 2.16694 -5.97445 0.0 0.0 0.0
H -0.41299 3.84077 -7.71219 0.0 0.0 0.0
H 1.84471 3.94938 -8.70817 0.0 0.0 0.0
H 3.60270 2.38773 -7.95532 0.0 0.0 0.0
H 3.10770 0.71750 -6.20290 0.0 0.0 0.0
C 7.15692 2.91274 -5.45097 0.0 0.0 0.0
C 5.88911 2.36527 -5.31557 0.0 0.0 0.0
C 5.66057 1.36664 -4.37873 0.0 0.0 0.0
C 6.69838 0.92051 -3.57234 0.0 0.0 0.0
C 7.96572 1.46995 -3.70621 0.0 0.0 0.0
C 8.19567 2.46342 -4.64757 0.0 0.0 0.0
H 7.33590 3.68962 -6.18266 0.0 0.0 0.0
H 5.07699 2.71702 -5.93873 0.0 0.0 0.0
H 4.67169 0.93612 -4.27650 0.0 0.0 0.0
H 6.51966 0.14366 -2.83952 0.0 0.0 0.0
H 8.77514 1.12316 -3.07725 0.0 0.0 0.0
H 9.18506 2.88816 -4.75482 0.0 0.0 0.0
```
Forces are in eV/Å.

Results
**Energy**: -8763.5693 Eh
**E_HOMO**: -10.509 eV
**Net charge**: +1

Entry 2:
A 13-piece molecular cluster, C56H74N16O2 overall in a non-equilibrium geometry. Source: the Open Molecules 2025 dataset; level of theory: the ωB97M-V functional and the def2-TZVPD basis.

The geometry in XYZ format:
```
148
Properties=species:S:1:pos:R:3:forces:R:3
C 3.68368 -3.73733 -0.65033 -0.2 0.3 0.0
C 2.90369 -2.72851 -1.48813 0.5 -0.1 0.1
C 1.99858 -1.83947 -0.63384 0.2 -0.7 -1.3
N 1.13816 -2.61539 0.26207 2.3 2.5 0.1
C 1.38787 -2.62570 1.56034 -1.7 -1.4 -0.1
N 0.50601 -3.41909 2.16630 0.3 0.2 0.4
C -0.29185 -3.86837 1.17807 -0.1 0.0 0.0
N -1.30974 -4.70196 1.37173 0.2 -0.4 -0.1
C -2.18751 -5.25332 0.35178 -1.0 0.0 0.2
C -3.44504 -4.39087 0.12836 -0.2 -0.4 0.1
N 0.07700 -3.36810 -0.01818 -0.3 -0.2 0.8
C -0.40109 -3.44732 -1.46181 -0.1 -1.2 -2.3
O -1.03297 -2.47723 -1.87023 0.1 0.5 1.0
O -0.01817 -4.46252 -2.04440 -0.1 0.4 0.9
H 3.00032 -4.38161 -0.10365 0.1 -0.3 0.0
H 4.34748 -4.32738 -1.27146 -0.1 -0.2 -0.1
H 4.32475 -3.21632 0.06251 0.0 0.0 0.2
H 3.64390 -2.07472 -1.94809 -0.2 0.2 -0.3
H 2.35184 -3.21870 -2.28430 -0.2 0.0 -0.1
H 1.43409 -1.17820 -1.28581 -0.3 0.1 0.2
H 2.65659 -1.26456 0.00774 -0.2 0.2 0.3
H 2.18770 -2.06206 2.00013 0.1 0.0 0.2
H -1.48705 -4.96682 2.32387 0.0 0.1 0.2
H -1.67321 -5.48459 -0.57452 0.3 0.2 0.0
H -2.54160 -6.20139 0.74653 0.3 -0.2 0.0
H -4.29780 -4.88981 0.58518 -0.1 0.0 0.0
H -3.36972 -3.43570 0.63860 0.2 0.3 -0.3
H -3.68667 -4.27751 -0.92369 0.1 0.2 -0.1
N -1.44656 1.09845 2.85291 -0.1 0.1 -0.3
C -0.72799 0.04162 2.35999 0.1 0.2 0.3
C -1.25312 -0.28479 1.14520 0.1 -0.4 -0.2
C -2.33989 0.58676 0.89051 0.1 0.1 0.0
C -2.42473 1.44644 1.95240 0.0 -0.1 0.2
H -1.28112 1.54688 3.73496 0.0 -0.1 0.1
H 0.09207 -0.38668 2.91213 -0.1 0.0 0.1
H -0.90799 -1.07695 0.50124 -0.1 0.0 -0.1
H -2.96096 0.56647 0.01299 -0.1 0.2 0.1
H -3.09597 2.26397 2.15033 0.0 0.0 0.0
N -5.15174 -5.21423 -5.06670 0.1 0.0 0.0
C -5.69468 -4.21240 -4.30925 0.0 -0.1 0.0
C -4.66749 -3.56599 -3.67605 0.0 0.0 0.1
C -3.45567 -4.20004 -4.06716 0.0 0.0 0.0
C -3.78900 -5.21142 -4.92689 -0.1 -0.1 0.0
H -5.67213 -5.85356 -5.63684 0.0 0.0 0.0
H -6.75816 -4.04784 -4.28631 0.0 0.0 0.0
H -4.76896 -2.72891 -3.00516 0.0 0.0 0.0
H -2.45732 -3.93964 -3.75192 0.0 0.0 0.0
H -3.17696 -5.92631 -5.44932 0.0 0.0 0.0
N 2.49839 1.24876 1.60065 0.1 -0.1 0.0
C 2.00915 2.20885 2.43668 -0.2 0.1 0.1
C 3.06872 2.87246 2.99148 0.1 -0.1 0.0
C 4.25220 2.28816 2.46041 0.0 0.0 0.0
C 3.86752 1.29174 1.60314 0.0 0.0 0.0
H 1.92939 0.61681 1.06649 -0.1 0.1 0.0
H 0.94800 2.33670 2.56282 0.0 0.0 -0.1
H 3.00438 3.68477 3.69560 0.0 0.0 0.0
H 5.26736 2.56885 2.68247 0.0 0.0 0.0
H 4.44758 0.61423 0.99913 0.0 0.0 0.0
N -0.55059 1.83281 6.66325 0.0 -0.1 0.0
C -0.79381 1.17166 7.83670 0.0 0.0 0.0
C 0.06640 0.11003 7.90674 0.0 0.0 0.0
C 0.86525 0.13119 6.73125 0.0 0.0 0.0
C 0.46354 1.20490 5.98498 -0.1 0.1 -0.1
H -1.03959 2.65074 6.35120 0.0 0.0 0.0
H -1.55481 1.51250 8.51705 0.0 0.0 0.0
H 0.11992 -0.60308 8.71160 0.0 0.0 0.0
H 1.64568 -0.56210 6.46651 0.0 0.0 0.0
H 0.81282 1.57626 5.03428 0.1 0.0 0.0
N -2.94515 1.09247 -2.73056 -0.3 -0.2 0.2
C -4.14062 1.75116 -2.80907 0.1 0.2 -0.1
C -3.96886 2.81581 -3.66007 0.0 -0.1 0.0
C -2.61768 2.78538 -4.11567 -0.3 0.0 0.1
C -2.02904 1.70757 -3.51486 0.4 0.0 -0.1
H -2.75400 0.27386 -2.18097 -0.1 -0.1 -0.1
H -5.00162 1.41232 -2.25917 0.0 0.0 0.0
H -4.72733 3.53153 -3.93045 0.0 0.0 0.0
H -2.14330 3.46666 -4.80203 0.0 0.0 0.0
H -1.03815 1.30009 -3.56229 0.1 0.2 -0.1
N 0.09447 -2.00430 -4.46610 0.2 0.2 -0.2
C 0.26518 -0.80879 -5.11338 0.0 -0.4 0.2
C 0.80405 -1.06329 -6.34563 0.1 0.0 -0.1
C 0.96392 -2.47209 -6.44772 0.0 0.0 0.0
C 0.51220 -3.02032 -5.27246 0.1 0.0 0.0
H -0.28750 -2.12318 -3.53691 -0.2 -0.1 0.0
H -0.01272 0.10796 -4.63430 0.0 0.1 -0.1
H 1.05343 -0.32646 -7.09024 0.0 0.0 0.0
H 1.36190 -3.01522 -7.29020 0.0 0.0 0.0
H 0.45068 -4.04347 -4.93920 -0.1 0.0 0.1
N 1.56078 -6.13764 -6.73673 0.0 -0.1 0.0
C 1.69935 -6.73447 -7.95880 0.0 0.1 0.0
C 2.08622 -8.03153 -7.75189 0.0 0.0 0.0
C 2.18005 -8.22514 -6.34669 0.0 0.0 0.0
C 1.84749 -7.03872 -5.74930 0.0 0.1 0.0
H 1.28958 -5.18340 -6.58687 0.0 0.0 0.0
H 1.51232 -6.18723 -8.86660 0.0 0.0 0.0
H 2.27928 -8.76088 -8.52041 0.0 0.0 0.0
H 2.45858 -9.13097 -5.83505 0.0 0.0 0.0
H 1.79067 -6.75944 -4.71094 0.0 0.0 0.0
N 1.86587 6.28524 5.12253 0.0 0.0 0.0
C 0.63753 6.88872 5.16711 0.0 -0.1 0.0
C 0.71292 8.04796 4.44385 0.0 0.0 0.0
C 2.03781 8.14654 3.93926 0.0 0.0 0.0
C 2.72318 7.04428 4.37280 0.0 0.0 0.0
H 2.10110 5.42016 5.57182 0.0 0.0 0.0
H -0.17950 6.44382 5.70871 0.0 0.0 0.0
H -0.08982 8.75026 4.29158 0.0 0.0 0.0
H 2.43704 8.93773 3.32906 0.0 0.0 0.0
H 3.74237 6.73627 4.21429 0.0 0.0 0.0
N 7.87815 2.09525 4.46880 0.0 0.0 0.1
C 7.09501 2.35201 5.56236 0.0 0.0 -0.1
C 7.60737 1.65025 6.61923 0.0 0.0 0.0
C 8.74728 0.94450 6.14679 0.0 0.0 0.0
C 8.88881 1.24122 4.81885 0.0 0.0 -0.1
H 7.73416 2.47402 3.55214 0.0 0.0 0.0
H 6.24459 3.00826 5.49296 0.0 0.0 0.0
H 7.21114 1.64319 7.62051 0.0 0.0 0.0
H 9.38875 0.29497 6.71788 0.0 0.0 0.0
H 9.61791 0.91976 4.09533 0.0 0.0 0.0
N -0.40525 11.31137 2.42802 0.0 0.0 0.0
C -0.91182 12.26650 3.26718 0.0 0.0 0.0
C 0.14290 12.94448 3.81612 0.0 0.0 0.0
C 1.33368 12.37851 3.28380 0.0 0.0 0.0
C 0.96121 11.37628 2.43002 0.0 -0.1 0.0
H -0.95146 10.66264 1.89322 0.0 0.0 0.0
H -1.97370 12.37993 3.40100 0.0 0.0 0.0
H 0.07086 13.75600 4.52023 0.0 0.0 0.0
H 2.34550 12.67441 3.50360 0.0 0.0 0.0
H 1.54658 10.70488 1.82597 0.0 0.0 0.0
N -0.44267 -7.60780 2.41737 0.0 0.0 0.0
C -0.78868 -7.30016 3.70663 -0.1 0.1 -0.1
C -1.11569 -8.46733 4.34280 0.0 0.0 0.0
C -0.95493 -9.52067 3.40270 0.0 0.0 0.0
C -0.53658 -8.95839 2.22652 0.0 0.0 0.0
H -0.16068 -6.94438 1.71893 0.0 0.0 0.0
H -0.77156 -6.28240 4.06108 0.1 0.0 0.1
H -1.43222 -8.55748 5.36809 0.0 0.0 0.0
H -1.12602 -10.57014 3.57210 0.0 0.0 0.0
H -0.29985 -9.40079 1.27433 0.0 0.0 0.0
N -5.58974 6.37242 -6.72475 -0.1 0.0 0.0
C -6.82604 6.46052 -7.30455 0.0 0.0 0.0
C -7.33595 5.19373 -7.39918 0.0 0.0 0.0
C -6.36994 4.30574 -6.85111 0.0 0.0 0.0
C -5.30669 5.06367 -6.44236 0.1 0.1 0.0
H -4.98374 7.14798 -6.53558 0.0 0.0 0.0
H -7.23377 7.41216 -7.59877 0.0 0.0 0.0
H -8.29431 4.93103 -7.81419 0.0 0.0 0.0
H -6.44751 3.23486 -6.76682 0.0 0.0 0.0
H -4.37618 4.78625 -5.97797 0.0 0.0 0.0
```
Forces are in eV/Å.

Results
**Energy**: -3204.7556 Eh
**E_HOMO**: -8.017 eV

Which of these has the highest energy?
C56H74N16O2

Among the records above, which one has the highest E_HOMO?
C56H74N16O2